{"formula": "CH3NO2S", "method": "the ωB97M-V functional and the def2-TZVPD basis", "elements": ["S", "O", "O", "N", "C", "H", "H", "H"], "positions_angstrom": [[0.0864, 2.0531, -0.1746], [1.2854, 0.3115, -1.1847], [-1.0457, 2.3076, 0.6663], [0.3740, 0.2720, -0.3026], [-0.1316, -1.0355, 0.1799], [-1.2054, -1.0480, 0.3682], [0.4327, -1.2389, 1.1104], [0.2041, -1.6218, -0.6628]], "atomic_forces_ev_per_a": [[0.7, -2.7, -0.3], [0.5, -1.5, -0.1], [-1.7, 0.9, 1.3], [0.1, 3.1, -0.8], [0.9, 1.2, 0.4], [0.1, 0.2, -0.2], [-0.4, -0.3, -0.5], [-0.3, -0.9, 0.2]], "homo_lumo_gap_ev": [9.0, 7.9], "de_lowest_kcal_mol": 79.7, "multiplicity": 1, "homo_ha": [-0.3261, -0.3231], "lumo_energy_ev": [0.13, -0.91]}



{"formula": "CH3NO2S", "method": "the ωB97M-V functional and the def2-TZVPD basis", "elements": ["S", "O", "O", "N", "C", "H", "H", "H"], "positions_angstrom": [[-0.8643, 0.0388, 0.0163], [-1.3702, 1.3674, 0.1616], [-1.7617, -1.0701, 0.2189], [0.2129, -0.2125, -1.1587], [0.7160, -0.1843, 0.6935], [1.1029, -1.1486, 0.4802], [1.5315, 0.5221, 1.0231], [0.4329, 0.6872, -1.4351]], "atomic_forces_ev_per_a": [[-1.3, -1.1, 1.4], [0.3, 0.1, -0.2], [1.0, 0.8, -0.3], [0.0, -1.4, 2.2], [0.9, 0.4, -2.3], [0.0, -1.2, 1.1], [-1.6, -0.2, -0.6], [0.8, 2.6, -1.3]], "homo_lumo_gap_ev": 10.8, "de_lowest_kcal_mol": 70.7, "multiplicity": 1, "homo_ha": -0.4158, "lumo_energy_ev": -0.51}



{"formula": "CH3NO2S", "method": "the ωB97M-V functional and the def2-TZVPD basis", "elements": ["S", "O", "O", "N", "C", "H", "H", "H"], "positions_angstrom": [[-1.3564, -0.0381, -0.3197], [-2.4136, -0.8881, 0.1791], [-1.3883, 1.3621, 0.0783], [1.2339, 0.3081, 0.1173], [0.3075, -0.6266, 0.1640], [2.0934, 0.2506, -0.4133], [0.9606, 1.2190, 0.4674], [0.5629, -1.5870, -0.2731]], "atomic_forces_ev_per_a": [[-0.4, 0.6, 0.0], [0.3, -0.8, 0.1], [0.5, 0.2, 0.0], [1.3, 2.2, 0.5], [-1.5, -1.9, -0.8], [-0.2, -0.2, 0.3], [0.2, 0.0, -0.3], [-0.3, 0.0, 0.3]], "homo_lumo_gap_ev": [8.2, 9.1], "de_lowest_kcal_mol": 0.0, "multiplicity": 3, "homo_ha": [-0.2775, -0.4183], "lumo_energy_ev": [0.65, -2.30]}



{"formula": "CH3NO2S2", "method": "the ωB97M-V functional and the def2-TZVPD basis", "elements": ["S", "S", "O", "O", "N", "C", "H", "H", "H"], "positions_angstrom": [[-1.6551, 0.6856, 0.5641], [1.4304, -0.2415, -0.2777], [1.3554, -0.9126, 1.0370], [-0.2698, 1.1236, 0.1561], [2.4705, 0.8809, -0.3209], [-2.0246, -0.6218, -0.3694], [-2.8297, -1.2910, -0.2736], [2.7196, 1.1571, 0.5632], [-1.1965, -0.7802, -1.0789]], "atomic_forces_ev_per_a": [[0.4, -1.7, -1.3], [2.6, 0.1, 1.6], [-0.6, 0.2, -1.2], [-1.9, 0.8, 0.6], [-2.1, -1.7, -3.4], [2.2, 2.2, 0.6], [-1.0, -0.4, 0.2], [1.1, 0.8, 2.9], [-0.7, -0.4, 0.2]], "homo_lumo_gap_ev": [8.8, 8.8], "de_lowest_kcal_mol": 54.1, "multiplicity": 1, "homo_ha": [-0.3699, -0.3699], "lumo_energy_ev": [-1.30, -1.30]}



{"formula": "CH3NO3", "method": "the ωB97M-V functional and the def2-TZVPD basis", "elements": ["O", "O", "O", "N", "C", "H", "H", "H"], "positions_angstrom": [[-1.2088, 0.3928, -1.9257], [0.7656, -0.5436, 0.2569], [0.8166, -1.4381, -0.8146], [-0.9514, 1.7659, -0.0474], [-1.0620, 1.0726, -0.9825], [0.2222, -0.9224, -1.5165], [-1.2715, 2.5185, 0.4629], [1.0972, -1.1134, 1.0599]], "atomic_forces_ev_per_a": [[0.5, -0.6, -0.2], [0.9, -0.4, 3.4], [-1.5, 0.3, -3.2], [1.0, -0.6, 0.3], [-1.0, 0.2, -0.8], [1.7, -1.6, 2.1], [-0.6, 1.3, 0.8], [-1.0, 1.4, -2.4]], "homo_lumo_gap_ev": 10.2, "smiles": "N=C=O.OO", "de_lowest_kcal_mol": 50.0, "multiplicity": 1, "homo_ha": -0.3476, "lumo_energy_ev": 0.74}



{"formula": "CH3NO3", "method": "the ωB97M-V functional and the def2-TZVPD basis", "elements": ["O", "O", "O", "N", "C", "H", "H", "H"], "positions_angstrom": [[2.4672, -0.3275, -0.0078], [1.9084, -1.5610, -0.3940], [0.2883, 0.1147, -0.7710], [1.1187, -0.5400, 0.0538], [-1.2994, 0.5001, 0.3015], [-0.9310, 0.4497, 1.3014], [-2.0143, -0.1077, -0.3148], [-1.5380, 1.4717, -0.1692]], "atomic_forces_ev_per_a": [[1.7, 2.1, -0.6], [-0.2, -2.0, -2.0], [-1.4, 0.4, 0.7], [-3.2, 0.3, 4.0], [1.4, 0.1, -5.2], [-0.1, -0.5, 0.4], [0.9, -0.6, 1.7], [0.9, 0.0, 1.0]], "homo_lumo_gap_ev": 9.2, "de_lowest_kcal_mol": 201.2, "multiplicity": 1, "homo_ha": -0.3564, "lumo_energy_ev": -0.45}



{"formula": "CH3NO3", "method": "the ωB97M-V functional and the def2-TZVPD basis", "elements": ["O", "O", "O", "N", "C", "H", "H", "H"], "positions_angstrom": [[-0.0476, -0.6593, -2.3766], [1.7445, -0.6861, -1.2145], [-0.1601, -0.9891, 1.0941], [0.6367, -0.3963, -1.4483], [-0.0065, 0.5633, -0.6089], [-0.9414, 0.8635, -1.0077], [0.4891, 1.1361, 0.2275], [-0.9669, -1.3915, 1.0076]], "atomic_forces_ev_per_a": [[-1.4, -1.8, -2.9], [3.1, -1.4, 0.4], [3.6, 3.9, -2.0], [-0.8, 2.8, 1.4], [-0.1, -1.3, 5.4], [-0.8, 0.1, 0.0], [-0.1, -0.8, -1.6], [-3.6, -1.5, -0.6]], "homo_lumo_gap_ev": 8.4, "de_lowest_kcal_mol": 145.5, "multiplicity": 1, "homo_ha": -0.4068, "lumo_energy_ev": -2.68}



{"formula": "CH3NO3", "method": "the ωB97M-V functional and the def2-TZVPD basis", "elements": ["O", "O", "O", "N", "C", "H", "H", "H"], "positions_angstrom": [[-0.5613, -0.7655, -1.1874], [-1.4192, 1.7825, 0.1892], [-0.5464, 0.7682, 0.0076], [0.6387, -1.0009, -0.8731], [0.9111, -1.0439, 0.4163], [0.1517, -1.0747, 1.1893], [-1.1272, 2.4801, -0.4263], [1.9528, -1.1459, 0.6844]], "atomic_forces_ev_per_a": [[-1.0, 1.1, 0.6], [0.2, -0.5, -0.3], [-0.4, -0.2, -0.3], [1.3, 0.1, 1.2], [-0.1, -0.6, -0.9], [0.0, 0.4, -0.1], [0.0, -0.2, 0.0], [0.0, -0.2, -0.1]], "homo_lumo_gap_ev": [7.3, 7.3], "de_lowest_kcal_mol": 171.9, "multiplicity": 1, "homo_ha": [-0.3418, -0.3431], "lumo_energy_ev": [-2.04, -2.05]}



{"formula": "CH3NO3S", "method": "the ωB97M-V functional and the def2-TZVPD basis", "elements": ["S", "O", "O", "O", "N", "C", "H", "H", "H"], "positions_angstrom": [[-1.0658, -0.1383, 0.9629], [-0.9366, -0.6606, -1.5715], [1.4768, 1.3834, 0.3023], [-2.8907, -0.8011, -0.6371], [-1.6840, -0.5848, -0.6093], [1.3134, 0.1374, 0.6779], [1.3335, -0.5458, -0.2118], [1.4815, -0.1610, 1.7085], [0.9719, 1.3709, -0.6221]], "atomic_forces_ev_per_a": [[1.5, 0.2, 0.3], [0.1, 0.1, 0.2], [-1.5, 0.4, -2.4], [1.1, 0.2, -0.1], [-0.9, -0.3, -0.2], [-2.8, -1.4, -1.5], [0.1, -0.1, 1.6], [0.6, 0.2, -0.3], [1.8, 0.7, 2.5]], "homo_lumo_gap_ev": 9.2, "de_lowest_kcal_mol": 112.7, "multiplicity": 1, "homo_ha": -0.3567, "lumo_energy_ev": -0.49}



{"formula": "CH3NO3S", "method": "the ωB97M-V functional and the def2-TZVPD basis", "elements": ["S", "O", "O", "O", "N", "C", "H", "H", "H"], "positions_angstrom": [[-1.2095, 0.1311, 0.2614], [-1.6616, -0.9574, -0.5274], [1.1416, -1.5171, 0.4057], [-1.9597, 1.3215, 0.2704], [0.3378, 0.5539, -0.2932], [1.2764, -0.5002, -0.2137], [-0.9668, -0.4436, 1.6748], [2.3442, -0.1765, -0.6062], [0.6975, 1.5881, -0.9717]], "atomic_forces_ev_per_a": [[0.7, -1.3, 1.0], [0.0, -0.6, 0.1], [-0.6, 0.1, -0.4], [-0.5, 1.4, 0.6], [2.1, 2.1, -2.0], [2.4, 1.8, 0.1], [-0.1, 1.4, -2.7], [-1.9, -0.5, 0.2], [-2.1, -4.4, 3.1]], "homo_lumo_gap_ev": 10.4, "de_lowest_kcal_mol": 62.3, "multiplicity": 1, "homo_ha": -0.3989, "lumo_energy_ev": -0.41}



{"formula": "CH3NO3S", "method": "the ωB97M-V functional and the def2-TZVPD basis", "elements": ["S", "O", "O", "O", "N", "C", "H", "H", "H"], "positions_angstrom": [[-0.3269, 1.6607, -0.7257], [2.8786, 0.5215, 0.2636], [-0.5417, -0.4616, 0.8599], [1.7183, -1.2441, -0.4639], [2.0182, -0.1136, -0.2437], [-1.2137, 0.0692, -0.2812], [-1.3844, -0.8315, -0.9722], [-0.8902, 0.0698, 1.4660], [-2.2582, 0.3295, 0.0971]], "atomic_forces_ev_per_a": [[0.5, -2.5, -0.1], [-0.8, -1.1, -0.6], [1.4, -3.1, -4.0], [1.0, 1.9, 0.3], [-1.5, 0.4, -0.1], [-0.9, -0.6, 0.3], [0.8, 1.8, 0.2], [-1.6, 3.1, 4.8], [1.0, 0.1, -0.9]], "homo_lumo_gap_ev": [5.9, 5.9], "de_lowest_kcal_mol": 155.5, "multiplicity": 1, "homo_ha": [-0.3314, -0.3320], "lumo_energy_ev": [-3.16, -3.16]}



{"formula": "CH3NO3S", "method": "the ωB97M-V functional and the def2-TZVPD basis", "elements": ["S", "O", "O", "O", "N", "C", "H", "H", "H"], "positions_angstrom": [[-0.2878, -1.2351, 2.6430], [-2.5597, -1.5000, 3.6561], [-2.5968, -0.7838, 1.6465], [-0.4455, -0.2559, -0.6480], [-1.8930, -1.2718, 2.7142], [0.6760, 0.2301, -0.5424], [1.4965, -0.2622, -0.8687], [0.9301, 1.1254, 0.0023], [-2.1722, -0.9632, 0.8171]], "atomic_forces_ev_per_a": [[1.3, -0.4, -0.2], [-1.1, -0.5, 0.8], [-1.9, 0.1, 0.7], [1.6, 1.1, 0.1], [0.5, 1.0, -0.5], [-4.0, -0.1, 1.1], [2.8, -1.9, -1.6], [-0.5, 0.9, 0.3], [1.3, -0.1, -0.8]], "homo_lumo_gap_ev": [8.8, 8.8], "smiles": "[O-][N+](O)=S.C=O", "de_lowest_kcal_mol": 109.1, "multiplicity": 1, "homo_ha": [-0.3504, -0.3504], "lumo_energy_ev": [-0.71, -0.71]}



Number 1: largest force on an atom 0.062 hartree/bohr. Number 2: largest force on an atom 0.058 hartree/bohr. Number 3: largest force on an atom 0.050 hartree/bohr. Number 4: largest force on an atom 0.085 hartree/bohr. Number 5: largest force on an atom 0.069 hartree/bohr. Number 6: largest force on an atom 0.104 hartree/bohr. Number 7: largest force on an atom 0.110 hartree/bohr. Number 8: largest force on an atom 0.034 hartree/bohr. Number 9: largest force on an atom 0.068 hartree/bohr. Number 10: largest force on an atom 0.112 hartree/bohr. Number 11: largest force on an atom 0.116 hartree/bohr. Number 12: largest force on an atom 0.081 hartree/bohr.